1.
{"formula": "C27H35N4O7PTl", "method": "ωB97M-V with the def2-TZVPD basis set", "species": ["O", "H", "Tl", "N", "N", "N", "N", "O", "O", "O", "O", "C", "C", "C", "C", "C", "H", "H", "H", "C", "H", "H", "H", "C", "C", "H", "H", "H", "H", "H", "H", "H", "H", "C", "H", "H", "H", "O", "H", "H", "O", "P", "C", "C", "C", "C", "C", "C", "C", "C", "C", "C", "C", "C", "C", "C", "C", "C", "C", "C", "H", "H", "H", "H", "H", "H", "H", "H", "H", "H", "H", "H", "H", "H", "H"], "xyz": [[2.86292, 5.26848, -0.17972], [3.00772, 5.74702, -1.01344], [1.05380, 1.77443, -0.52091], [3.29519, -0.20864, -1.06371], [3.15960, 1.88000, -2.47697], [0.89344, 1.17567, 2.35962], [0.77193, 3.59041, 1.39563], [3.82928, -1.03051, -0.27729], [0.90571, -0.07845, 2.98374], [0.54562, 4.81575, 0.81255], [2.78621, 2.91276, -3.09586], [3.28817, 0.70857, -3.20441], [3.39868, -0.45149, -2.41240], [0.04235, 1.98919, 2.97012], [-0.08106, 3.31849, 2.37445], [3.51153, -1.81676, -2.95789], [2.53710, -2.32631, -2.97059], [4.20759, -2.40670, -2.35316], [3.87649, -1.79702, -3.98589], [3.21879, 0.74690, -4.67770], [3.81345, 1.58610, -5.06733], [2.17908, 0.89004, -5.01906], [3.59718, -0.18439, -5.10638], [-0.72685, 1.62439, 4.19580], [-1.03017, 4.32724, 2.94145], [-0.27007, 0.75947, 4.69133], [-1.76964, 1.38864, 3.93243], [-0.74476, 2.49077, 4.87187], [-1.18639, 5.14131, 2.21911], [-0.57559, 4.73414, 3.86266], [-1.99460, 3.86789, 3.21188], [1.57933, -0.57700, 2.47998], [1.46247, 5.03997, 0.39760], [3.88200, 4.24206, -0.03504], [3.79642, 3.50770, -0.84328], [3.76050, 3.75856, 0.93101], [4.87178, 4.72901, -0.05778], [4.29475, 1.30340, 1.32774], [4.49736, 1.26995, 2.27223], [4.24331, 0.38581, 0.98923], [-0.30792, -0.49361, -0.25067], [-1.51150, -1.40560, -0.21161], [-2.18326, -1.41313, 1.46458], [-3.31186, -0.67864, 1.85003], [-3.71700, -0.67131, 3.18823], [-3.03674, -1.43715, 4.14010], [-1.90747, -2.16468, 3.75733], [-1.46648, -2.12884, 2.43707], [-2.75865, -0.93239, -1.42452], [-3.47000, 0.26983, -1.26583], [-4.49698, 0.60108, -2.15705], [-4.74208, -0.19365, -3.28049], [-3.94914, -1.32003, -3.51397], [-2.95575, -1.68481, -2.59795], [-1.07896, -3.12390, -0.56485], [-2.04783, -4.13427, -0.63392], [-1.66711, -5.46839, -0.82058], [-0.31526, -5.79430, -0.95303], [0.65417, -4.78598, -0.91440], [0.27863, -3.45257, -0.72502], [-3.87717, -0.10892, 1.11350], [-4.58094, -0.06978, 3.48378], [-3.38314, -1.46083, 5.17486], [-1.36378, -2.76167, 4.49073], [-0.56800, -2.67894, 2.15179], [-3.20314, 0.95465, -0.45498], [-5.08563, 1.49955, -1.97598], [-5.53131, 0.07562, -3.98120], [-4.08330, -1.91095, -4.41958], [-2.31491, -2.54570, -2.80683], [-3.10485, -3.88243, -0.54473], [-2.43208, -6.24589, -0.85747], [-0.02156, -6.83898, -1.07804], [1.71043, -5.04066, -1.02854], [1.03993, -2.66954, -0.69242]], "homo_lumo_gap_ev": [5.812, 5.759], "spin_multiplicity": 1, "total_charge": 1, "total_energy_ev": -62830.029}

2.
{"formula": "C27H35N5O2P2Sr", "method": "ωB97M-V with the def2-TZVPD basis set", "species": ["Sr", "C", "C", "C", "C", "C", "C", "C", "C", "C", "H", "H", "H", "H", "H", "H", "H", "H", "H", "H", "H", "H", "H", "H", "H", "P", "P", "N", "N", "N", "N", "C", "C", "C", "C", "C", "C", "C", "C", "C", "C", "C", "C", "C", "C", "C", "C", "C", "C", "H", "H", "H", "H", "H", "H", "H", "H", "H", "H", "H", "H", "H", "H", "H", "H", "H", "H", "H", "H", "O", "N", "O"], "xyz": [[-0.10512, -3.02924, -2.47431], [-1.10721, 2.61507, -0.80838], [-1.49289, 1.75250, -1.78216], [-0.92874, 1.47184, -3.13485], [0.19546, 0.43012, -3.07071], [1.41978, 0.86930, -2.32633], [1.67178, 2.04137, -1.71557], [1.01358, 3.37726, -1.96624], [-0.01957, 3.62025, -0.86725], [1.47944, -2.56504, -0.41118], [-1.66026, 2.57524, 0.12020], [-2.42145, 1.20655, -1.60414], [-0.64751, 2.34397, -3.74787], [-1.78032, 1.01315, -3.65607], [-0.29743, -0.49416, -2.67788], [0.50266, 0.19007, -4.09023], [2.11604, 0.03805, -2.19522], [2.52148, 2.10748, -1.01756], [0.51020, 3.43625, -2.93690], [1.77929, 4.18634, -1.96642], [0.49456, 3.66690, 0.10341], [-0.46190, 4.60694, -1.02869], [1.20246, -3.15104, 0.49915], [1.64169, -1.55290, -0.01075], [2.54366, -2.87228, -0.60510], [1.29620, -1.29813, -7.59170], [-1.94730, -0.85376, -7.38347], [2.68465, -0.19741, -7.72164], [2.00652, -2.50315, -8.72752], [-2.11048, 0.93078, -7.44586], [-3.57296, -1.14645, -8.04639], [0.35542, -0.40742, -8.95401], [-1.08400, -0.92893, -9.02204], [3.41082, 0.31626, -6.64048], [4.40881, 1.14962, -7.12873], [4.30347, 1.15090, -8.55565], [3.23097, 0.34168, -8.88996], [2.28421, -3.81533, -8.32340], [2.74119, -4.53143, -9.42510], [2.77307, -3.63600, -10.53997], [2.31270, -2.41302, -10.08900], [-1.87492, 1.73449, -6.32872], [-1.88151, 3.06956, -6.70536], [-2.15278, 3.10402, -8.10664], [-2.22848, 1.79012, -8.53788], [-4.36212, -0.42199, -8.95055], [-5.48323, -1.17341, -9.28035], [-5.36606, -2.43161, -8.59523], [-4.17527, -2.40842, -7.88270], [0.78155, -0.53072, -9.96268], [0.38780, 0.67420, -8.73920], [-1.63709, -0.37736, -9.79752], [-1.12429, -1.98227, -9.33335], [3.12355, 0.03664, -5.63311], [5.12759, 1.70338, -6.53793], [4.93264, 1.67879, -9.26400], [2.80732, 0.13993, -9.86481], [2.14082, -4.09010, -7.28553], [3.01847, -5.57449, -9.43312], [3.10410, -3.84638, -11.55414], [2.18638, -1.50391, -10.66573], [-1.74008, 1.26037, -5.36874], [-1.69315, 3.92243, -6.05523], [-2.28728, 3.98389, -8.72521], [-2.36444, 1.42656, -9.54948], [-4.09311, 0.56323, -9.28859], [-6.28146, -0.85481, -9.93170], [-6.07420, -3.24348, -8.63062], [-3.68699, -3.15259, -7.27036], [-2.51125, -0.59536, -0.48248], [-1.70990, -1.28618, -1.13823], [-2.17280, -2.47556, -1.54668]], "homo_lumo_gap_ev": 6.330, "spin_multiplicity": 1, "relative_energy_kcal_mol": 12.6, "total_charge": 0, "total_energy_ev": -59519.058}

3.
{"formula": "C27H36B2F4N4O5Ti", "method": "ωB97M-V with the def2-TZVPD basis set", "species": ["Ti", "C", "C", "N", "O", "B", "F", "F", "O", "N", "C", "C", "C", "N", "O", "B", "F", "F", "O", "N", "C", "C", "C", "H", "H", "H", "H", "H", "H", "H", "H", "H", "H", "H", "H", "C", "C", "C", "C", "C", "C", "C", "H", "H", "H", "H", "H", "H", "H", "C", "C", "C", "C", "C", "C", "C", "C", "C", "C", "C", "C", "O", "H", "H", "H", "H", "H", "H", "H", "H", "H", "H", "H", "H", "H", "H", "H", "H", "H"], "xyz": [[0.33383, 0.69532, -0.38711], [-0.57898, 1.34604, 3.74009], [0.03544, 1.04952, 2.43507], [-0.15578, 1.74718, 1.38777], [-1.04444, 2.74632, 1.46355], [-2.44871, 2.42173, 0.99393], [-2.91028, 1.48134, 1.87712], [-3.08358, 3.65756, 0.94069], [-2.51343, 1.84543, -0.40192], [-1.75576, 0.71192, -0.41421], [-2.27961, -0.24557, -1.10335], [-3.57191, -0.16662, -1.77372], [-1.43290, -1.49338, -1.18755], [-0.27827, -1.36501, -0.62573], [0.48929, -2.52703, -0.62684], [1.33590, -2.52535, 0.59380], [2.21030, -3.61970, 0.51379], [0.43377, -2.67701, 1.62034], [2.22085, -1.32926, 0.84847], [1.44943, -0.23192, 1.10290], [0.98657, -0.09151, 2.27657], [1.35970, -0.91764, 3.42869], [-1.85348, -2.78468, -1.76295], [-1.28104, 2.16119, 3.64395], [0.25553, 1.64961, 4.33794], [-1.01730, 0.42775, 4.18251], [-4.21787, 0.50330, -1.21471], [-3.99608, -1.15910, -1.90171], [-3.42853, 0.31707, -2.76123], [2.42591, -1.11513, 3.33426], [0.77069, -1.83591, 3.44588], [1.14321, -0.39153, 4.33836], [-2.81918, -2.64800, -2.26365], [-1.92351, -3.54326, -0.99642], [-1.11822, -3.19679, -2.47200], [-2.67053, -1.88405, 2.41662], [-2.48670, -2.77736, 3.47484], [-2.01631, -2.33647, 4.72519], [-1.53551, -3.23526, 5.65099], [-1.47112, -4.61410, 5.37303], [-2.09523, -5.08362, 4.21000], [-2.58241, -4.19575, 3.27544], [-2.62654, -0.81556, 2.49017], [-2.97902, -2.33172, 1.46306], [-2.01980, -1.28696, 5.00336], [-1.21877, -2.88765, 6.60598], [-0.98280, -5.29533, 6.10586], [-2.17441, -6.14099, 4.02631], [-2.96754, -4.56624, 2.32452], [2.72015, -1.11630, -2.65284], [3.65156, 0.08461, -2.52453], [4.16260, 0.39136, -1.11469], [3.15101, 1.34254, -3.17118], [3.85644, 2.02369, -4.14780], [3.38592, 3.16423, -4.78920], [2.17150, 3.67971, -4.32969], [1.42589, 3.06841, -3.32892], [0.12258, 3.66638, -2.87955], [-1.13081, 2.84755, -3.25166], [0.14314, 4.13503, -1.42339], [1.91890, 1.90119, -2.82340], [1.17324, 1.23978, -1.91487], [3.11371, -2.02965, -2.18586], [2.55837, -1.25399, -3.72580], [1.72264, -0.94528, -2.23369], [4.48819, -0.27308, -3.12540], [3.46641, 1.04284, -0.62818], [5.15245, 0.88992, -1.19207], [4.22509, -0.54183, -0.56939], [4.78919, 1.62146, -4.47972], [3.97614, 3.55028, -5.60558], [1.73854, 4.55683, -4.84098], [0.09181, 4.56779, -3.52262], [-1.39174, 2.13836, -2.48411], [-1.00140, 2.38942, -4.20361], [-1.99199, 3.57751, -3.37049], [0.26958, 3.35195, -0.70603], [-0.83358, 4.65492, -1.22418], [0.95958, 4.82859, -1.30844]], "homo_lumo_gap_ev": [5.865, 7.095], "spin_multiplicity": 3, "relative_energy_kcal_mol": 18.2, "total_charge": 0, "total_energy_ev": -80125.271}